{
  "formula": "C9H13NO2",
  "method": "ωB97M-V/def2-TZVPD",
  "e_tot_ha": -555.98224,
  "gap_ev": 9.7,
  "mol_weight_g_mol": 167.2,
  "homo_ev": -9.089,
  "de_lowest_kj_mol": 56.4,
  "species": ["C", "C", "C", "C", "C", "O", "C", "C", "H", "H", "H", "H", "H", "H", "H", "H", "C", "C", "N", "O", "H", "H", "H", "H", "H"],
  "xyz": [[-3.146, 2.333, -1.181], [-1.816, 1.988, -0.527], [-0.937, 1.098, -1.132], [0.261, 0.802, -0.488], [0.618, 1.504, 0.648], [1.828, 1.246, 1.271], [-0.201, 2.499, 1.161], [-1.461, 2.700, 0.609], [-3.015, 3.145, -1.904], [-3.878, 2.651, -0.438], [-3.525, 1.501, -1.787], [-1.212, 0.491, -1.987], [0.920, 0.138, -1.019], [2.571, 1.522, 0.719], [0.251, 3.003, 2.006], [-2.033, 3.468, 1.125], [2.278, -3.508, 0.709], [1.058, -3.330, -0.132], [0.267, -2.290, 0.246], [0.785, -4.044, -1.073], [2.575, -4.558, 0.858], [2.358, -3.131, 1.718], [3.178, -3.164, 0.165], [-0.516, -2.081, -0.365], [0.701, -1.502, 0.700]],
  "nbo_charge": [-0.624, -0.029, -0.206, -0.274, 0.264, -0.713, -0.241, -0.197, 0.219, 0.218, 0.215, 0.217, 0.221, 0.484, 0.226, 0.219, -0.743, 0.666, -0.820, -0.608, 0.246, 0.227, 0.238, 0.397, 0.397]
}